(1)
Entry from the Open Molecules 2025 dataset: a structure of composition C50H50Cl3N6O6PS5V in a non-equilibrium geometry (ωB97M-V with the def2-TZVPD basis set).

Structure (XYZ):
```
122
Properties=species:S:1:pos:R:3:lowdin_spin:R:1
H 5.0803 -1.0548 -0.3081 0.0000
C 5.5037 -1.5451 4.1140 0.0000
C -3.1130 2.0408 -3.2806 -0.0004
H -2.6641 -3.9930 -7.3572 -0.0001
S 0.8130 -1.5531 -1.4768 -0.0169
H -0.6051 4.9608 5.6584 0.0000
C -1.5446 6.3263 4.2811 0.0001
C 3.5216 1.2419 5.0430 0.0000
C -3.6670 3.3702 -3.2247 0.0005
H 5.3354 -2.8059 5.8251 0.0000
H 0.3110 1.6484 -5.2969 0.0000
H -3.9278 5.1371 -2.0971 -0.0002
H -0.6986 3.1495 3.7684 0.0000
H -4.0139 -2.6371 -2.2749 0.0001
H -3.6988 0.2024 -7.0514 -0.0001
N -5.0750 -0.7060 1.3198 0.0002
O 2.5207 0.3065 -3.1136 -0.0004
H 3.3231 -0.5079 2.1757 0.0001
C -3.3315 -0.7645 -6.7338 -0.0014
C 4.7125 -2.4522 5.0052 0.0000
C -1.0660 4.1600 3.6433 0.0001
C 2.0283 -2.1174 3.8919 0.0003
S -2.3497 -2.6599 -5.3499 -0.0002
O -1.8835 -2.0245 -0.5836 -0.0061
S -2.0981 6.2714 2.6710 0.0000
C 5.4685 -0.1266 -2.1912 0.0000
C -3.3088 -1.9038 -7.5829 0.0000
C -2.7980 -2.9996 -6.9588 -0.0014
H -2.9896 -5.2559 1.5909 0.0000
C 4.2128 -2.2913 -1.8271 -0.0008
C 3.2541 0.1474 4.2239 0.0000
H -3.0158 5.4079 0.2460 0.0001
H 3.5476 -2.8355 -1.1581 -0.0003
H 1.6923 -2.9656 4.4867 0.0001
C -2.9744 -1.6286 -0.0856 0.0096
C -1.8694 3.8975 1.2368 0.0005
C -4.7968 -2.3263 -1.5775 0.0009
H 2.6961 -2.4880 3.1183 0.0000
H 4.3688 -3.3290 4.4500 0.0000
C -3.8665 -3.9509 0.1041 0.0000
Cl 5.0514 -2.9530 1.7711 0.0000
C -2.0131 -0.4627 -3.1984 0.0144
H -4.2126 3.7419 -4.0829 0.0000
H 0.0134 1.2948 -3.5844 0.0001
H -6.2138 -0.6841 -1.3715 0.0000
O -3.9913 1.2587 1.5606 0.0021
H -3.6532 -1.9043 -8.6069 0.0000
H 2.1189 -1.6009 -4.9710 0.0000
S 1.0500 1.5043 -0.7775 -0.0232
H -0.7008 2.1794 1.8464 0.0002
H -1.6340 7.2375 4.8511 0.0000
C -3.2445 1.1888 -4.3838 0.0131
H -1.7973 0.2846 2.8575 0.0001
C -1.6311 4.6289 2.4907 -0.0001
C -0.1797 -0.8533 3.8151 0.0007
C -2.4192 1.5573 -2.1750 0.0087
N -0.2821 -0.6040 1.5943 0.0062
H 5.6088 0.8839 -1.8068 0.0000
H 3.7242 -2.1966 -2.8000 -0.0003
C 5.6674 -1.6899 2.7713 0.0000
C -4.2041 -2.4790 -0.1506 0.0005
N -1.8566 0.3237 -2.1515 -0.0007
H -4.7995 -4.5083 0.0295 0.0000
H -3.7929 1.5349 -5.2522 0.0007
H 2.6509 0.7907 -5.0377 0.0000
O -6.1870 -2.6654 1.1768 0.0001
H -3.2087 -4.2857 -0.6985 -0.0001
H -4.5850 -0.1597 -1.8120 0.0003
S 6.6114 -0.4513 2.0667 0.0000
C 4.2152 2.5586 3.1810 0.0000
H 6.4446 -0.6123 -2.2469 0.0000
H -5.6162 -0.9448 -3.0054 0.0000
C -3.9858 0.1359 1.1079 -0.0001
C 0.7830 1.5443 -4.3187 0.0004
Cl 3.2336 1.1563 6.7556 0.0000
H -1.5634 -1.4448 -3.1117 0.0005
C 6.2023 -0.3862 4.5827 0.0000
N -2.9190 -0.4001 0.4099 -0.0068
H 1.9290 -0.8118 5.5413 0.0000
H -5.5978 -3.0642 -1.6459 0.0001
C -5.2408 -1.9950 0.8474 0.0001
O 3.6490 -1.7781 5.6639 0.0001
C 3.9493 1.5062 2.3265 0.0002
H 1.2206 2.5007 -4.0342 0.0000
H 4.2109 3.2636 5.2101 0.0000
C 0.7668 -1.3409 1.8990 0.0120
C -1.3381 2.6050 1.0830 0.0041
C -1.0136 5.1371 4.6741 0.0000
H -0.3251 -0.8369 4.8812 -0.0001
C -3.2191 -4.1985 1.4632 0.0002
H 6.2094 -0.0841 5.6218 0.0000
C 1.3150 -0.8678 -4.8947 0.0006
C 1.8372 0.4599 -4.3937 0.0001
C 2.7063 -1.1260 4.8413 0.0001
Cl 4.8202 4.0519 2.5391 0.0000
H -5.8010 -0.3377 1.9194 -0.0001
H 0.8806 -0.7287 -5.8859 0.0000
C -5.3292 -0.9494 -1.9532 0.0006
V -0.9371 -0.1047 -0.3686 1.9757
H 5.1239 -2.8763 -1.9607 0.0000
H 0.5473 -1.2711 -4.2319 0.0005
C -2.2589 2.3751 -1.0119 0.0018
H -2.2827 -3.6452 1.5687 0.0001
C -2.7083 -0.0795 -4.3575 -0.0008
C 3.4811 0.3150 2.8616 0.0002
C -2.8395 -1.0165 -5.4853 0.0002
C 4.0063 2.4377 4.5438 0.0000
H 4.0894 1.6110 1.2608 0.0000
N 0.8876 -1.4952 3.2222 0.0048
N -1.5382 1.8619 0.0170 -0.0078
O 3.3991 -0.1537 -0.8945 0.0005
C -2.5931 4.4109 0.1872 0.0017
H 5.0528 -0.0656 -3.1964 0.0000
C -3.5112 4.1381 -2.1290 -0.0024
C -0.8924 -0.2995 2.8017 0.0043
H 7.4106 1.2032 3.6699 0.0000
P 2.0248 0.0202 -1.6536 0.0000
C -2.7892 3.6565 -0.9788 0.0006
H -3.8894 -3.9106 2.2754 0.0000
H 1.4646 -1.7461 1.1846 0.0006
C 4.5802 -0.9347 -1.2702 0.0001
C 6.8246 0.3004 3.5930 0.0000
```

Its charge is +1. As for the spin multiplicity: 3. The value obtained for the HOMO energy (alpha / beta) is -0.38398 / -0.38443 hartree. For the orbital gap (alpha / beta), the calculation gives 7.3 / 7.2 eV. The expectation value of S² is 2.02.



(2)
Entry from the Open Molecules 2025 dataset: the ion C50H50N3O with charge +1 in a non-equilibrium geometry (ωB97M-V with the def2-TZVPD basis set).

Structure (XYZ):
```
104
Properties=species:S:1:pos:R:3:lowdin_charge:R:1
C 0.4867 0.0078 2.8327 -0.1742
C -1.1586 -0.3349 4.7745 -0.0346
C 0.1714 -0.5111 -5.2843 -0.0174
C -2.2503 -1.3973 -1.9355 -0.1944
C 2.3805 5.1603 -2.4783 0.0070
H -3.8999 -2.7817 -1.9242 0.1366
C 0.5319 -1.9562 0.3530 -0.0420
C -4.4688 -0.8929 -1.0570 -0.2514
H 1.7761 -1.0340 5.0063 0.1261
H 5.9475 -3.1211 3.2772 0.0897
C -0.6862 0.0484 -4.3174 -0.1675
C -0.5044 -1.2433 0.9401 -0.1760
C 2.0168 2.8877 -1.7173 -0.0945
N -0.4786 0.2908 -1.7950 0.1664
H -2.7094 0.7031 -3.8671 0.1200
C -2.0716 0.1691 -4.5776 -0.0171
C 2.4020 -1.0483 4.1140 -0.0158
H -6.6132 -0.9404 -1.3173 0.0924
H 1.2467 -0.4865 -5.0863 0.1230
H 6.6208 -1.6653 2.5198 0.0763
H 0.4941 -2.7313 2.9850 0.1313
C 0.4172 -3.3393 0.1410 -0.0661
N 1.0519 1.2361 -3.1150 0.2170
C -5.8419 -1.3427 -0.6501 -0.0362
C -3.1501 -3.4070 5.7487 -0.0554
C -1.8392 -0.1022 -1.5730 -0.1652
C 3.8499 1.8126 -0.2798 -0.0442
C -4.0642 0.4221 -0.8308 0.0114
H 3.9785 -2.1502 5.0927 0.1233
C 4.1490 -0.8184 1.9753 -0.0256
H 1.4671 -1.4727 0.0903 0.1018
C 1.6669 3.9615 -2.5710 -0.1761
C 4.5664 -1.4749 3.1337 -0.2764
H -0.2906 -2.1589 -2.4496 0.0825
C 0.5568 3.9189 -3.5671 -0.0385
H 6.3593 -1.7200 4.2666 0.0849
O 1.0179 2.1389 0.9653 0.1430
C 3.8545 4.2044 -0.8559 0.0048
C -0.2510 -2.2753 3.6472 -0.0401
C -1.1379 -3.0923 4.3288 -0.0281
H -2.1081 2.7362 -2.0889 0.0826
C -2.7751 0.8611 -1.1895 -0.2228
C 3.4705 5.3052 -1.6163 -0.2456
H -1.1488 -4.1742 4.1571 0.1245
H 2.0755 6.0099 -3.0934 0.1253
H 3.6140 0.8624 -0.7689 0.0856
H -6.0836 -1.0066 0.3641 0.0886
C 2.8144 -0.4363 1.8253 -0.0658
C 3.6640 -1.6167 4.1932 -0.0229
H 3.5909 1.7628 0.7895 0.0825
H -2.1457 0.3336 2.6298 0.0934
H 0.5698 4.8551 -4.1368 0.0867
H 4.9479 1.9473 -0.3097 0.1023
C -1.5326 0.8712 1.8980 -0.0032
H -2.1903 -1.5944 -7.4834 0.1131
H -2.7359 -4.3934 5.9821 0.0817
H -3.2773 2.8911 -0.7527 0.1008
C 0.4747 1.1313 0.4965 -0.1960
C -1.3485 -2.4104 -2.5770 -0.0120
H 0.2918 -1.5946 -7.1306 0.1146
H -1.3126 1.8777 2.2924 0.1197
C 3.1980 2.9750 -0.9501 -0.1890
C -2.0808 -2.5285 5.1833 -0.2814
H -3.6842 -0.3925 -5.8870 0.1164
H 0.6686 3.1085 -4.2939 0.0767
C -2.0355 -1.1620 5.4687 -0.0290
H -4.7500 1.1304 -0.3637 0.1320
C -0.3761 -1.1193 -6.4102 -0.0565
H 1.2638 -3.8769 -0.2932 0.1175
C -1.7355 -1.8864 1.1362 -0.0363
H 3.7482 7.2443 -0.7195 0.0937
C -0.2276 0.1420 1.5501 -0.3026
H -3.5780 -2.9847 6.6600 0.0787
H -0.4296 3.8434 -3.0936 0.0738
H -1.5776 2.4954 -0.4058 0.0759
H 4.8516 -0.6073 1.1635 0.1124
H -2.6108 -1.3205 1.4657 0.1253
C -2.6079 -0.4404 -5.7092 -0.0546
H 4.7259 4.2856 -0.1945 0.1336
C -1.8550 -3.2605 0.9204 -0.0678
C 5.9460 -2.0235 3.2984 -0.0556
C 4.2049 6.6089 -1.4890 -0.0399
C -2.4073 2.3201 -1.1100 -0.0087
H -5.9204 -2.4332 -0.6723 0.0818
H -2.8092 -3.7501 1.1221 0.1180
H -2.7170 -0.7428 6.2106 0.1160
C 0.3968 1.0179 -0.9748 -0.0216
C 1.9265 -0.5217 2.8958 -0.1449
C -1.7640 -1.1066 -6.6059 -0.0586
H -2.1355 0.9922 1.0014 0.0566
C -0.0264 0.5047 -3.1009 -0.1877
H -0.8701 -5.0637 0.2723 0.1138
H 5.2449 6.4338 -1.1918 0.0837
C -0.3419 -0.8826 3.7808 -0.2154
H -1.5195 -3.4018 -2.1322 0.0881
H 2.4610 -0.0584 0.8654 0.0600
H 4.1959 7.1724 -2.4267 0.0842
H -3.9646 -3.5551 5.0255 0.0871
H -1.5617 -2.5040 -3.6539 0.0945
C -3.5771 -1.7663 -1.6750 0.0092
H -1.1144 0.7397 4.9790 0.1264
C -0.7675 -3.9916 0.4449 -0.0873
N 1.2461 1.6725 -1.8050 0.0861
H 0.5179 1.0121 3.2905 0.1612
```

Its charge is +1. The value obtained for the HOMO energy is -0.38181 hartree. For the orbital gap, the calculation gives 6.3 eV.



Question: charge of number 1 (C50H50Cl3N6O6PS5V)?
Answer: +1